Record 1
A molecular structure, C14H41O7Sr, computed with the ωB97M-V functional and the def2-TZVPD basis.

Each line ends with the Löwdin charge.
Element x y z (Å)
Sr 0.922148 3.907591 -2.253010  1.342
C -0.949638 -0.796721 2.994260  -0.088
C -1.373421 0.356131 2.020373  -0.433
O -1.012001 0.252350 0.676331  -0.210
H -1.431966 -0.554772 3.941316  0.066
H 0.125297 -0.620633 3.034323  0.061
H -1.212245 -1.818716 2.720986  0.067
H -0.974507 1.269249 2.462175  0.102
H -2.457781 0.434140 2.098883  0.089
C 6.351090 2.933198 0.970213  -0.098
C 4.939849 2.968135 1.549042  -0.329
O 4.360835 4.071166 0.901777  -0.106
H 6.998085 3.589369 1.552392  0.078
H 6.354024 3.153219 -0.097350  0.071
H 6.775148 1.930495 1.023683  0.074
H 5.232260 3.024105 2.597602  0.109
H 4.342233 2.057155 1.516430  0.113
H 4.632609 4.849983 1.392883  0.090
C -6.598209 -3.327500 -4.015058  -0.083
C -5.841207 -2.483081 -2.974746  -0.309
O -5.095670 -1.454138 -3.621755  -0.102
H -6.024194 -3.647555 -4.884642  0.072
H -7.446005 -2.697937 -4.285235  0.070
H -7.022193 -4.266685 -3.659741  0.069
H -5.154743 -3.092637 -2.387131  0.107
H -6.546112 -1.889092 -2.393027  0.106
H -4.296538 -1.330051 -3.104458  0.070
C -8.562314 3.885702 -1.456205  -0.062
C -7.015544 4.093616 -1.442686  -0.371
O -6.733657 5.359895 -1.825469  -0.065
H -8.929863 3.624017 -2.448433  0.072
H -9.103069 4.790417 -1.178417  0.069
H -8.838755 3.272991 -0.598140  0.068
H -6.477924 3.371719 -2.057447  0.104
H -6.609684 3.956994 -0.440330  0.102
H -5.776327 5.416309 -1.781629  0.083
C 5.984525 -0.850346 -4.720858  -0.080
C 4.949905 0.256303 -4.996940  -0.289
O 4.089608 0.379849 -3.824502  -0.128
H 5.496409 -1.732478 -5.135194  0.071
H 6.308419 -1.027858 -3.695332  0.081
H 6.892607 -0.602567 -5.270482  0.073
H 4.421467 0.263715 -5.950252  0.111
H 5.517580 1.181828 -4.900776  0.097
H 3.607099 -0.449027 -3.866189  0.068
C 2.202156 -6.119270 -3.153878  -0.090
C 1.201227 -5.308064 -2.339248  -0.332
O 1.741008 -4.025134 -2.087765  -0.089
H 2.401110 -5.491624 -4.022540  0.069
H 1.909591 -7.107136 -3.509738  0.076
H 3.154280 -6.236119 -2.636278  0.073
H 1.176121 -5.733507 -1.336020  0.106
H 0.229116 -5.360688 -2.829493  0.109
H 1.110804 -3.463517 -1.630580  0.079
C 2.390860 0.563023 8.199938  -0.078
C 1.554114 1.180787 9.413852  -0.304
O 1.355714 0.304338 10.515323  -0.067
H 3.382480 0.240095 8.516971  0.053
H 2.694477 1.206976 7.374565  0.059
H 1.962688 -0.374226 7.844509  0.065
H 0.577213 1.476191 9.031109  0.098
H 1.891309 2.179745 9.690423  0.097
H 2.248103 0.060280 10.771616  0.078

Cartesian forces, eV/Å:
0.0405 -0.6270 0.4942
0.4701 1.4487 -0.7889
-0.6164 -1.6181 -1.0821
0.2038 0.4153 1.0981
0.2459 -0.0937 0.1886
0.1624 -0.8165 0.5607
0.0541 0.2466 -0.3606
0.2172 0.4895 0.0973
-0.5027 0.4091 -0.1413
0.2727 -1.7084 -0.4871
2.4174 -0.6551 0.0705
-1.6901 0.6665 0.6018
0.0133 0.1739 -0.3657
0.0163 0.3590 0.0960
0.1917 -0.1085 0.2875
-1.1939 0.8733 0.5574
-0.1024 0.1852 -0.8131
-0.0743 0.2217 -0.0888
-0.3691 0.4002 0.3086
-0.0909 -0.1707 -0.6012
0.6768 0.0253 -0.5816
0.2598 0.5793 0.0071
0.0003 -0.2302 -0.6482
0.0376 0.1497 0.6516
-0.2517 -0.0181 0.3231
-0.2605 -0.8607 0.6640
0.0107 0.1333 -0.1036
0.8936 0.5395 0.5761
-1.6472 -1.9273 1.1055
0.9177 2.4625 -1.0865
-0.0453 -0.5487 0.3248
0.4929 0.5470 -0.2208
-0.0981 -0.8903 -0.6540
-0.2918 -0.3878 -0.3380
-0.2878 -0.3605 0.4718
0.0510 0.5582 -0.1733
-0.7720 -0.1507 -1.5716
1.7561 1.4927 2.7565
-0.5861 -0.3650 -1.2536
0.7034 -0.5936 0.1775
-0.6163 0.4206 0.0931
-0.0377 -0.3481 -0.2986
-0.0287 -0.4989 0.1215
-0.1187 0.3013 -0.5857
-0.4205 -0.1621 0.6099
0.4813 0.9337 -0.4009
0.6864 -1.4423 1.2151
0.2644 0.8452 -1.0297
0.2040 -0.1990 -0.3267
-0.4881 0.1610 0.2574
-0.0730 0.0817 0.1723
-0.7761 -0.6370 -0.0416
-0.1387 0.5070 0.0956
-0.1632 -0.2080 0.0606
0.3024 -0.2484 1.5016
-0.2522 0.2157 -1.9781
0.5251 0.4460 -0.8168
0.1628 -0.0216 0.6790
-0.8830 0.4129 -0.0062
-0.4609 0.2816 -0.1699
-0.3508 -0.6658 -0.0372
0.9218 -0.1566 0.4293
0.0345 -0.2647 0.3973

Calculated values
**Multiplicity**: 1
**Largest force on an atom**: 3.593 eV/Å
**Gap between HOMO and LUMO**: 2.91 eV
**E_HOMO**: -9.54 eV
**Net charge**: +1
**Relative energy (zero: lowest compared OMol25 entry of this formula, charge and spin)**: 8.738 eV
**Molar mass**: 409.1 g/mol



Record 2
2 unconnected molecules or ions with the total composition C6H14, computed with the ωB97M-V functional and the def2-TZVPD basis.

Each line ends with the Löwdin charge.
Element x y z (Å)
C -1.624552 1.078596 -0.208811  -0.027
C -0.689061 0.133653 -0.119316  -0.434
C -0.926154 -1.285462 -0.587532  -0.072
C 0.730734 0.545312 0.205819  -0.405
C 1.564396 -0.350083 1.121017  -0.078
C 1.399237 0.676522 -1.174878  -0.073
H -1.504811 2.045175 0.277949  0.070
H -2.505772 0.942072 -0.824058  0.068
H -0.595043 -1.380430 -1.624825  0.079
H -1.982926 -1.569628 -0.541889  0.073
H -0.371017 -2.032465 -0.002081  0.077
H 0.686906 1.548738 0.649442  0.130
H 1.700683 -1.349735 0.692454  0.072
H 1.112233 -0.455002 2.112842  0.076
H 2.562996 0.087213 1.249024  0.078
H 0.791081 1.309307 -1.830325  0.084
H 2.398607 1.110023 -1.090603  0.077
H 1.493384 -0.305715 -1.655539  0.078
H -2.462875 -0.258489 1.578983  0.064
H -1.832425 -0.516931 1.872549  0.064

Cartesian forces, eV/Å:
0.4042 0.0656 -0.4147
-0.0234 0.2951 -0.4631
0.0101 0.0494 -0.1606
0.0395 0.0982 -0.0346
-0.0444 -0.0733 0.0237
0.1760 0.0485 -0.0904
0.2045 -0.0062 -0.4291
-0.3948 -0.2470 0.5315
-0.0109 -0.1625 0.0035
0.1735 0.2143 -0.0317
-0.0720 0.3227 -0.0538
-0.0158 -0.1246 -0.0480
-0.0340 0.1240 0.0784
0.0484 -0.0161 -0.1230
-0.1968 -0.0950 -0.0001
0.1747 -0.0731 0.1292
-0.0008 -0.0488 -0.0033
0.0441 0.1602 0.1059
-0.0033 -0.3285 0.5401
-0.4788 -0.2031 0.4400

Calculated values
**Multiplicity**: 1
**Largest force on an atom**: 0.707 eV/Å
**Gap between HOMO and LUMO**: 9.92 eV
**E_HOMO**: -8.78 eV
**Net charge**: 0
**Relative energy (zero: lowest compared OMol25 entry of this formula, charge and spin)**: 2.220 eV
**Molar mass**: 86.2 g/mol



Record 3
A molecular structure, C29H21BrN3O3SYb, computed with the ωB97M-V functional and the def2-TZVPD basis.

Each line ends with the Löwdin charge.
Element x y z (Å)
Yb -0.774833 -0.892606 0.284135  1.352
O 4.273878 0.126581 -1.948407  0.050
C 4.483896 -0.965328 -1.216330  -0.265
C 5.847174 -1.334803 -1.067267  -0.004
C 6.152132 -2.415243 -0.305940  -0.084
C 5.166615 -3.108655 0.419941  -0.094
C 3.884308 -2.638618 0.453619  -0.029
C 3.531625 -1.540946 -0.364319  -0.079
C 2.164025 -0.991054 -0.436769  -0.418
O 1.226692 -1.571037 0.202470  -0.185
N 1.947243 0.159212 -1.075192  0.032
N 0.650550 0.617325 -0.945371  -0.053
C 0.403594 1.800048 -1.334381  -0.073
C -0.871989 2.439313 -1.386765  -0.168
C -0.957678 3.669061 -2.058688  -0.063
C -2.117308 4.387917 -2.230234  -0.102
C -3.298083 3.803888 -1.742500  -0.084
C -3.217669 2.557741 -1.154071  -0.049
C -2.041228 1.860260 -0.864591  -0.376
O -2.065405 0.694935 -0.248631  -0.266
H 3.311621 0.352910 -1.880014  0.041
H 6.551548 -0.851103 -1.676210  0.102
H 7.127166 -2.753449 -0.248407  0.080
H 5.375990 -4.043732 1.019863  0.120
H 3.082229 -3.090279 1.001210  0.109
H 1.252327 2.333244 -1.726813  0.127
H 0.003532 4.090767 -2.431486  0.123
H -2.130176 5.386477 -2.742920  0.116
H -4.271186 4.247746 -1.800987  0.098
H -4.133007 2.133599 -0.749228  0.118
Br -3.132532 -2.151095 1.541775  0.772
C -2.756538 -1.588249 3.345736  -0.555
C -3.647969 -1.883069 4.379388  -0.113
C -3.321065 -1.524543 5.722299  -0.090
C -2.150999 -0.912047 6.026468  -0.038
C -1.270076 -0.537040 4.956898  -0.161
C -0.027482 0.059333 5.341242  -0.036
C 0.895240 0.294289 4.354815  -0.092
C 0.643551 0.005884 3.005279  -0.136
C -0.554723 -0.573863 2.568876  -0.223
C -1.521240 -0.901957 3.601549  -0.239
H -4.562126 -2.369741 4.122962  0.084
H -4.118418 -1.798999 6.402134  0.102
H -1.949339 -0.689856 7.049300  0.103
H 0.166788 0.268276 6.384825  0.107
H 1.824535 0.752514 4.600668  0.091
H 1.399557 0.130994 2.258582  0.068
S -2.019354 -2.288512 -1.928082  0.570
C -1.658244 -1.072232 -3.046348  -0.774
N -2.453207 -0.009468 -3.200319  0.083
C -2.217545 0.977673 -4.101705  -0.056
C -1.128277 0.996533 -4.922952  -0.033
C -0.247751 -0.112868 -4.814814  -0.030
C -0.514807 -1.086117 -3.892600  -0.083
H -3.182687 0.048237 -2.523417  0.130
H -2.939034 1.775550 -4.107394  0.129
H -0.941944 1.794059 -5.612018  0.108
H 0.647646 -0.143742 -5.429429  0.120
H 0.180458 -1.924115 -3.829436  0.116

Cartesian forces, eV/Å:
-0.5806 0.0783 -0.5376
0.2122 -0.2507 -0.8151
1.5695 0.8358 1.5050
-1.8997 -0.7141 -0.3379
-1.5065 -0.3909 0.5235
0.1642 -1.2374 1.1980
-0.4918 0.7913 -1.1804
-0.2553 0.2578 -1.0707
-0.2201 0.7987 0.2552
-0.0116 -0.9088 0.2499
0.4216 -0.1875 -0.0131
-0.5752 -1.5403 0.8138
0.8974 0.0717 -0.4625
-0.4610 0.3475 -0.0197
1.4325 0.6110 -0.2252
-0.6685 0.8872 -0.4454
1.0163 -0.5514 -0.1418
-1.2917 -0.0634 0.9661
0.0905 -0.4495 -0.3057
-0.0906 0.9078 -0.4031
-0.1855 0.2675 0.1528
0.9276 0.6882 -0.5371
1.9210 -0.6012 0.0664
0.1249 1.3075 -0.8024
-0.1077 -0.2903 0.3723
0.3372 0.4998 -0.2588
-0.8022 -0.3083 0.2283
0.1102 -1.1755 0.6138
-0.2224 0.4150 -0.2144
0.0204 -0.0989 -0.0550
-0.0644 0.0543 0.4307
-0.0699 0.1692 1.6728
1.6845 0.7156 -1.3707
-1.1523 -0.7017 -1.1524
-0.5610 0.0757 -1.3047
0.4446 -0.5685 1.4420
-0.3257 -0.2748 -1.4058
-0.1581 0.3132 0.4115
-1.7421 -1.0449 -0.2042
-0.1665 -0.0592 1.1268
0.2886 0.4841 -0.3843
-0.5100 -0.2909 0.1334
0.4295 0.1559 0.5732
0.4442 0.2954 0.4735
-0.0067 0.0591 -0.0455
0.6920 0.2003 0.2734
0.6165 0.4356 -0.1450
-0.0134 -0.3218 0.5747
1.3002 -0.1566 -0.6437
0.6463 0.1832 -0.7623
-0.2241 0.7318 -0.0862
0.0170 -1.2287 0.5697
-0.4230 0.7592 0.2265
0.5544 -0.7724 -0.2502
-0.8004 0.3608 0.3632
-0.1455 0.1456 0.1335
-0.1327 0.2840 -0.1400
-0.1302 -0.1632 0.1237
-0.3670 0.1621 0.2473

Calculated values
**Multiplicity**: 2
**Largest force on an atom**: 2.330 eV/Å
**Gap between HOMO and LUMO (spin up / spin down)**: 7.21 / 7.21 eV
**E_HOMO (spin up / spin down)**: -7.81 / -7.81 eV
**Net charge**: 0
**Molar mass**: 744.5 g/mol